1.
# C2H8OS2

2 unconnected molecules or ions with the total composition C2H8OS2 (wB97M-V/def2-TZVPD, the Open Molecules 2025 dataset).

XYZ file:
```
13
Properties=species:S:1:pos:R:3
C 1.46 -0.11 1.29
S 0.38 -1.54 1.66
S -1.35 -0.53 2.38
H 1.91 0.29 2.19
H 2.17 -0.36 0.49
H 0.81 0.62 0.83
H -1.76 0.70 2.02
C -0.32 0.07 -2.03
O -0.98 0.86 -1.08
H -0.53 0.31 -3.07
H -0.61 -0.97 -1.82
H 0.75 0.01 -1.84
H -1.91 0.65 -1.03
```

The SMILES is CSS.CO. Its HOMO-LUMO gap is 8.305 eV. As for the energy above the lowest of the compared OMol25 structures with the same formula, charge and spin: 38.76 kcal/mol.

***

2.
# C2H5NOS

A single C2H5NOS molecule (wB97M-V/def2-TZVPD, the Open Molecules 2025 dataset).

XYZ file:
```
10
Properties=species:S:1:pos:R:3
O 2.18 -0.51 0.15
C 1.14 0.37 -0.24
C -0.23 -0.37 -0.35
N -1.21 0.32 0.05
S -2.87 -0.30 -0.03
H 2.04 -0.74 1.06
H 1.40 0.71 -1.17
H 1.02 1.22 0.46
H -0.14 -1.36 -0.68
H -3.33 0.67 0.75
```

The SMILES is OC/C=N/S. Its HOMO-LUMO gap is 10.040 eV. As for the energy above the lowest of the compared OMol25 structures with the same formula, charge and spin: 46.93 kcal/mol.

***

3.
# C4H3FO3S

A single C4H3FO3S molecule (wB97M-V/def2-TZVPD, the Open Molecules 2025 dataset).

XYZ file:
```
12
Properties=species:S:1:pos:R:3
C 0.92 -1.22 -1.99
C 0.55 -0.31 -1.35
C 0.03 0.71 -0.52
C -1.23 0.07 0.42
O 1.27 0.46 2.84
O 0.94 0.92 0.54
O -0.63 -0.60 1.47
F -1.94 1.18 0.71
S 1.02 -0.27 1.63
H 1.29 -2.19 -2.48
H -0.23 1.64 -1.00
H -1.99 -0.40 -0.27
```

Its HOMO-LUMO gap is 11.298 eV. As for the energy above the lowest of the compared OMol25 structures with the same formula, charge and spin: 0.00 kcal/mol.

***

4.
# C2H2Cl2O

A single C2H2Cl2O molecule (wB97M-V/def2-TZVPD, the Open Molecules 2025 dataset).

XYZ file:
```
7
Properties=species:S:1:pos:R:3
O -1.90 -0.37 -0.48
C -0.85 -0.72 -0.24
C 0.34 0.42 0.19
Cl -0.11 1.93 -0.34
Cl 2.13 0.02 -0.42
H -0.33 -1.62 -0.08
H 0.73 0.35 1.38
```

The SMILES is O=CC(Cl)Cl. Its HOMO-LUMO gap is 10.455 eV. As for the energy above the lowest of the compared OMol25 structures with the same formula, charge and spin: 39.59 kcal/mol.

***

5.
# C42H44BF9InN2O4S2

A molecular structure, C42H44BF9InN2O4S2 (wB97M-V/def2-TZVPD, the Open Molecules 2025 dataset).

XYZ file:
```
105
Properties=species:S:1:pos:R:3
C 2.70 -0.62 0.90
N 1.95 -0.43 -0.36
C 1.94 0.99 -0.80
B 0.61 -0.99 -0.31
O -0.46 -0.13 -0.47
In 0.39 -3.25 -0.02
S 1.60 -3.92 2.05
C -1.70 -3.98 0.06
C -2.44 -3.84 -1.31
C -3.59 -2.92 -1.10
N -3.47 -1.60 -1.67
O -4.54 -3.24 -0.49
S 1.49 -4.36 -2.06
O 0.87 -5.62 -2.46
O 1.34 -3.39 -3.13
C 3.36 -4.57 -1.91
F 3.78 -5.61 -2.59
F 3.74 -4.69 -0.68
F 3.97 -3.53 -2.41
H 3.38 -1.47 0.77
H 3.31 0.24 1.15
H 2.04 -0.90 1.71
H 1.36 1.63 -0.13
H 2.98 1.32 -0.80
H 1.61 1.03 -1.81
H -1.14 -0.62 -0.97
H 2.85 -3.45 2.00
H -1.66 -5.05 0.26
H -2.26 -3.57 0.88
H -1.76 -3.45 -2.06
H -2.83 -4.80 -1.61
H -3.93 -1.61 -2.58
H -4.04 -1.00 -1.07
F 1.19 2.99 -2.67
C 1.82 4.14 -2.99
C 3.18 4.13 -3.19
C 3.82 5.31 -3.53
C 3.09 6.49 -3.66
C 1.72 6.48 -3.44
C 1.07 5.29 -3.12
H 3.73 3.20 -3.09
H 4.89 5.32 -3.70
H 3.59 7.41 -3.91
H 1.15 7.39 -3.53
H 0.00 5.26 -2.96
F -0.32 -7.25 1.62
C 0.83 -7.87 1.31
C 1.64 -8.35 2.32
C 2.82 -8.99 1.99
C 3.19 -9.13 0.66
C 2.37 -8.64 -0.34
C 1.18 -8.00 -0.02
H 1.34 -8.22 3.35
H 3.46 -9.37 2.78
H 4.12 -9.62 0.41
H 2.66 -8.74 -1.38
H 0.53 -7.62 -0.79
F -3.31 -2.61 3.02
C -4.01 -1.47 3.05
C -3.75 -0.55 4.05
C -4.47 0.64 4.07
C -5.44 0.88 3.11
C -5.69 -0.06 2.12
C -4.97 -1.24 2.08
H -2.99 -0.76 4.79
H -4.27 1.37 4.84
H -6.01 1.81 3.14
H -6.45 0.13 1.38
H -5.14 -1.98 1.31
F 2.11 4.05 1.12
C 1.31 5.12 1.26
C 1.57 6.02 2.27
C 0.75 7.13 2.41
C -0.33 7.31 1.55
C -0.58 6.39 0.55
C 0.25 5.28 0.40
H 2.41 5.86 2.93
H 0.94 7.85 3.19
H -0.97 8.17 1.67
H -1.42 6.52 -0.12
H 0.07 4.55 -0.39
F -7.85 1.14 6.07
C -8.07 -0.16 6.35
C -7.15 -1.10 5.95
C -7.39 -2.44 6.25
C -8.53 -2.81 6.94
C -9.45 -1.84 7.34
C -9.21 -0.50 7.05
H -6.27 -0.80 5.40
H -6.67 -3.19 5.94
H -8.72 -3.85 7.17
H -10.34 -2.12 7.87
H -9.91 0.27 7.36
F 7.01 6.43 -4.47
C 7.06 5.83 -5.68
C 7.38 4.49 -5.74
C 7.43 3.87 -6.99
C 7.18 4.60 -8.14
C 6.86 5.95 -8.05
C 6.80 6.57 -6.81
H 7.58 3.93 -4.84
H 7.67 2.82 -7.05
H 7.22 4.12 -9.11
H 6.67 6.52 -8.95
H 6.55 7.62 -6.72
```

Its net charge is -1. Its HOMO-LUMO gap is 6.760 eV.

***

6.
# CHFO4S

A molecular structure, CHFO4S (wB97M-V/def2-TZVPD, the Open Molecules 2025 dataset).

XYZ file:
```
8
Properties=species:S:1:pos:R:3
C 0.37 1.39 -0.38
O -0.91 -1.52 1.68
O 0.95 -1.58 0.12
O -0.10 0.77 0.52
O -1.34 -1.42 -0.70
F 0.47 2.71 -0.43
S -0.43 -1.44 0.36
H 0.99 1.09 -1.16
```

Its HOMO-LUMO gap is 11.544 eV. As for the energy above the lowest of the compared OMol25 structures with the same formula, charge and spin: 0.00 kcal/mol.

***

7.
# C5H8O

A molecular structure, C5H8O (wB97M-V/def2-TZVPD, the Open Molecules 2025 dataset).

XYZ file:
```
14
Properties=species:S:1:pos:R:3
C -0.78 -0.80 -1.31
C -1.00 0.33 0.37
C -0.25 -0.25 1.32
O 1.00 -0.72 0.99
C 1.64 0.40 0.36
C -0.59 0.51 -1.03
H -0.20 -1.54 -0.74
H -1.53 -1.17 -1.99
H -2.05 0.54 0.53
H -0.59 -0.52 2.30
H 0.88 1.16 0.62
H 1.91 0.17 -0.68
H 2.52 0.69 0.92
H -0.87 1.35 -1.68
```

Its HOMO-LUMO gap is 8.605 eV. As for the energy above the lowest of the compared OMol25 structures with the same formula, charge and spin: 116.63 kcal/mol.

***

8.
# C37H42N2OP2Pt

A molecular structure, C37H42N2OP2Pt (wB97M-V/def2-TZVPD, the Open Molecules 2025 dataset).

XYZ file:
```
85
Properties=species:S:1:pos:R:3
Pt -0.70 -0.28 0.18
N -2.05 1.56 0.94
C -1.68 2.04 2.28
C -2.17 1.08 3.36
C -1.43 -0.26 3.41
N -1.64 -1.07 2.21
H -1.84 2.28 0.25
H -3.06 1.41 0.92
H -2.12 3.03 2.47
H -0.59 2.13 2.33
H -3.24 0.90 3.23
H -2.04 1.55 4.33
H -1.77 -0.79 4.30
H -0.35 -0.09 3.49
H -2.64 -1.23 2.07
H -1.21 -1.98 2.36
C 2.70 0.23 -0.21
C 2.35 -1.01 -1.01
P 0.90 -1.99 -0.40
C 0.97 -3.37 -1.59
C 0.89 -4.69 -1.16
C 1.15 -5.72 -2.04
C 1.50 -5.45 -3.35
C 1.51 -4.13 -3.81
C 1.23 -3.10 -2.94
C 1.36 -2.79 1.17
C 0.38 -3.56 1.79
C 0.65 -4.25 2.95
C 1.90 -4.15 3.54
C 2.88 -3.38 2.94
C 2.62 -2.71 1.75
P 1.26 1.21 0.45
C 2.17 2.20 1.69
C 2.03 2.06 3.06
C 2.80 2.83 3.92
C 3.72 3.73 3.41
C 3.88 3.86 2.04
C 3.11 3.11 1.18
C 0.86 2.46 -0.80
C 1.02 2.26 -2.17
C 0.66 3.25 -3.06
C 0.13 4.45 -2.61
C -0.02 4.66 -1.25
C 0.32 3.67 -0.35
H 3.31 0.91 -0.81
H 3.28 -0.03 0.68
H 3.21 -1.68 -1.09
H 2.08 -0.72 -2.03
H 0.66 -4.92 -0.13
H 1.10 -6.74 -1.69
H 1.75 -6.25 -4.03
H 1.76 -3.92 -4.83
H 1.22 -2.09 -3.31
H -0.60 -3.64 1.32
H -0.11 -4.87 3.41
H 2.10 -4.67 4.46
H 3.86 -3.30 3.39
H 3.41 -2.14 1.29
H 1.32 1.35 3.48
H 2.68 2.72 4.99
H 4.32 4.33 4.08
H 4.61 4.54 1.63
H 3.22 3.22 0.11
H 1.44 1.33 -2.55
H 0.80 3.10 -4.12
H -0.16 5.23 -3.30
H -0.40 5.61 -0.89
H 0.21 3.84 0.71
C -1.77 0.60 -4.38
C -1.87 0.43 -2.89
O -0.87 0.18 -2.23
C -3.21 0.53 -2.30
C -4.23 1.29 -2.88
C -5.50 1.28 -2.32
C -5.78 0.49 -1.21
C -4.76 -0.25 -0.62
C -3.49 -0.22 -1.15
H -0.78 0.29 -4.72
H -1.89 1.66 -4.63
H -2.55 0.05 -4.90
H -4.03 1.89 -3.75
H -6.28 1.87 -2.78
H -6.78 0.46 -0.82
H -5.00 -0.88 0.23
H -2.68 -0.83 -0.71
```

Its net charge is +2. Its HOMO-LUMO gap (spin up / spin down) is 6.616 / 6.570 eV. As for the energy above the lowest of the compared OMol25 structures with the same formula, charge and spin: 72.87 kcal/mol.